The following is a DFT calculation (wB97M-V/def2-TZVPD) of a single C9H13N2P molecule.

Structure (XYZ):
```
25
Properties=species:S:1:pos:R:3:forces:R:3
C -1.10083 1.74074 -1.73276 -0.332 3.220 0.426
C 0.15610 1.62048 -2.34290 -2.376 -0.792 -1.908
C -1.17276 1.42348 -0.37048 0.458 -1.670 -1.532
C 1.13532 1.00153 -1.68160 2.112 -0.910 0.296
C -0.20700 0.60368 0.21580 -0.706 -0.109 1.472
C 1.06827 0.40367 -0.38548 -1.142 0.852 -0.688
C -0.51361 -0.01652 1.59257 -1.158 2.685 0.668
C 3.21155 -0.73071 -0.25902 1.145 -0.760 -0.279
C -2.80303 -0.74157 1.15943 2.893 0.382 1.259
N 1.97944 -0.27643 0.27295 -0.127 -0.924 0.356
N -1.47344 -1.09120 1.68967 1.053 -0.710 -0.225
P -1.11820 -2.59641 2.38178 -1.423 -0.342 -0.211
H -1.83678 2.50501 -2.19067 0.814 -1.883 0.650
H 0.18220 1.68424 -3.45691 0.491 0.726 1.068
H -2.11270 1.48121 0.09756 -0.864 0.599 0.746
H 2.04228 0.95524 -2.21390 1.267 -0.411 -0.445
H 0.40997 -0.21140 2.09657 0.364 -0.578 0.168
H -1.00588 0.84863 2.19264 0.787 -0.918 -0.751
H 3.37235 -0.94402 -1.31841 -1.025 -0.102 -0.435
H 3.94021 0.04658 -0.15286 0.736 0.715 0.635
H 3.62300 -1.63494 0.26353 -0.666 0.896 -0.076
H -3.46276 -1.52644 1.38472 -1.232 -0.631 0.336
H -2.93169 0.23058 1.63010 -1.270 0.059 -0.067
H -2.62201 -0.62408 0.12818 -0.642 0.167 -1.457
H 0.23645 -2.44523 2.57955 0.845 0.439 -0.004
```
Positions in Å, forces in eV/Å.

charge: 0
energy: -21808.6924 eV
LUMO energy (spin up / spin down): 0.8 / -1.4 eV
spin multiplicity: 3